The following is a DFT calculation (wB97M-V/def2-TZVPD) of a cluster of 2 separate species, C10H21NO7Si in total.

Output
largest force on an atom: 0.84 eV/A
structure (SMILES): O=NO[SiH](CCC(=O)O)CCC(=O)O.CCOCC
energy: -34409.41635 eV

Each line ends with the natural charge from an NBO analysis.
CARTESIAN COORDINATES (ANGSTROEM)
1 O -1.764 4.402 3.164  -0.223
2 N -1.195 3.479 3.571  0.389
3 O -0.070 3.145 2.755  -0.761
4 Si -0.143 1.688 1.886  1.666
5 C 0.418 2.021 0.134  -0.905
6 C -0.616 1.715 -0.982  -0.506
7 C -1.209 2.993 -1.520  0.797
8 O -1.621 3.887 -0.817  -0.594
9 O -1.249 3.062 -2.876  -0.691
10 C -1.859 0.965 2.010  -0.937
11 C -1.853 -0.520 1.517  -0.527
12 C -2.888 -0.803 0.449  0.788
13 O -2.628 -1.345 -0.592  -0.560
14 O -4.167 -0.465 0.739  -0.677
15 H 0.815 0.750 2.509  -0.216
16 H 0.734 3.064 0.050  0.262
17 H 1.299 1.402 -0.057  0.263
18 H -0.133 1.181 -1.802  0.236
19 H -1.443 1.081 -0.655  0.232
20 H -1.180 3.999 -3.116  0.497
21 H -2.119 0.972 3.075  0.253
22 H -2.615 1.579 1.513  0.240
23 H -0.895 -0.765 1.053  0.237
24 H -2.047 -1.186 2.357  0.245
25 H -4.189 0.253 1.386  0.486
26 C 1.061 -2.527 -2.545  -0.650
27 C 2.015 -1.505 -1.951  -0.061
28 O 1.871 -1.329 -0.552  -0.548
29 C 2.090 -2.476 0.250  -0.064
30 C 3.485 -3.063 0.125  -0.645
31 H 0.027 -2.264 -2.313  0.226
32 H 1.178 -2.557 -3.629  0.217
33 H 1.247 -3.532 -2.165  0.203
34 H 1.812 -0.524 -2.382  0.182
35 H 3.053 -1.752 -2.204  0.161
36 H 1.332 -3.240 0.043  0.164
37 H 1.928 -2.138 1.275  0.185
38 H 3.681 -3.444 -0.878  0.205
39 H 3.601 -3.894 0.821  0.217
40 H 4.239 -2.309 0.355  0.213

Cartesian forces, eV/Å:
O 0.152 0.149 0.052
N -0.159 -0.146 0.092
O -0.186 -0.096 -0.324
Si 0.397 0.402 0.003
C -0.157 -0.191 -0.266
C 0.187 0.020 -0.395
C -0.509 0.346 0.412
O 0.376 -0.299 -0.343
O 0.714 -0.005 0.196
C -0.192 -0.543 0.491
C -0.017 0.766 -0.343
C 0.180 -0.360 -0.319
O -0.193 0.101 0.384
O 0.000 0.260 -0.190
H -0.088 -0.073 0.099
H 0.009 -0.059 0.143
H -0.031 0.011 0.114
H -0.107 0.011 0.057
H 0.039 0.036 0.013
H -0.550 -0.055 0.014
H -0.033 0.118 -0.088
H 0.167 0.079 -0.133
H -0.039 -0.261 0.153
H 0.130 -0.079 -0.064
H 0.011 -0.244 0.179
C -0.046 -0.011 0.081
C -0.029 -0.055 -0.120
O -0.054 0.221 0.113
C -0.009 -0.084 0.039
C 0.023 0.042 -0.058
H -0.004 0.004 -0.002
H 0.000 0.019 -0.010
H 0.035 -0.006 -0.035
H 0.013 0.023 0.032
H -0.004 -0.032 0.028
H 0.015 -0.007 -0.031
H -0.014 0.030 -0.009
H -0.020 -0.034 0.007
H -0.007 0.005 0.019
H 0.001 -0.001 0.006